(1)
This record from the Open Molecules 2025 dataset describes an isolated molecule of C4H4I2O in a non-equilibrium geometry. The level of theory is ωB97M-V with the def2-TZVPD basis set.

ΔE to the lowest compared entry with this formula, charge and spin: 46.9 kcal/mol
Frontier orbital gap: 9.656 eV
SMILES string: IC#CCOCI
HOMO: -9.502 eV

```
11
Properties=species:S:1:pos:R:3:mulliken_charge:R:1
I 2.84542 2.67928 1.63433 0.2172
I -0.25687 -2.51503 -1.76605 0.0204
O -1.21286 -0.02140 -0.39351 -0.3085
C -0.54047 -0.38063 0.87301 -0.5657
C 0.56621 0.54169 1.17734 0.2269
C 1.18940 1.55090 1.42747 -0.3503
C -0.47389 -0.39322 -1.49386 -0.5294
H 0.58322 0.16417 -1.55716 0.3290
H -1.10947 0.05464 -2.30648 0.3058
H -0.14999 -1.29333 0.76508 0.4054
H -1.44072 -0.38708 1.63983 0.2491
```

***

(2)
This record from the Open Molecules 2025 dataset describes an isolated molecule of C4H4INO2 in a non-equilibrium geometry. The level of theory is ωB97M-V with the def2-TZVPD basis set.

ΔE to the lowest compared entry with this formula, charge and spin: 0.0 kcal/mol
Frontier orbital gap: 8.725 eV
SMILES string: O=C1CCC(=O)N1I
HOMO: -10.058 eV

```
12
Properties=species:S:1:pos:R:3:mulliken_charge:R:1
I -0.46168 0.58693 2.71266 0.2935
O 2.26592 -0.72684 1.14935 -0.5610
O -1.95287 0.03158 -0.21625 -0.5759
N -0.00961 -0.46276 0.92666 -0.3876
C 1.23312 -0.84622 0.51941 0.4040
C 1.25667 -1.31188 -0.94598 -0.2789
C -0.81208 -0.40822 -0.17525 0.4249
C -0.18230 -1.01043 -1.42576 -0.3094
H -0.78447 -1.89970 -1.62033 0.2292
H -0.14926 -0.34914 -2.28046 0.2623
H 1.41807 -2.38835 -0.94605 0.2193
H 2.02941 -0.77167 -1.54666 0.2796
```

***

(3)
This record from the Open Molecules 2025 dataset describes a structure of composition C4H4INOS in a non-equilibrium geometry. The level of theory is ωB97M-V with the def2-TZVPD basis set.

ΔE to the lowest compared entry with this formula, charge and spin: 61.9 kcal/mol
Frontier orbital gap (alpha / beta): 7.742 / 7.741 eV
HOMO (alpha / beta): -8.008 / -8.007 eV

```
12
Properties=species:S:1:pos:R:3:mulliken_charge:R:1
I -3.28410 0.74654 0.50893 0.1595
S -1.50118 -2.06725 0.44611 -0.0216
O 0.97653 2.00036 0.91337 -0.4794
N 0.73297 -1.18631 -0.37276 -0.5037
C 0.61837 1.44129 -0.39230 -0.6029
C -1.56112 -0.39407 0.22479 -0.2106
C 0.25865 -0.01313 -0.36607 0.5563
C 0.09750 -2.27412 -0.20539 -0.1282
H -0.28672 1.99014 -0.70694 0.2819
H 0.68380 -3.28818 -0.12090 0.3197
H 1.70882 1.47240 1.06458 0.3113
H 1.55647 1.57233 -0.99341 0.3176
```

***

(4)
This record from the Open Molecules 2025 dataset describes a structure of composition C4H4INOS in a non-equilibrium geometry. The level of theory is ωB97M-V with the def2-TZVPD basis set.

ΔE to the lowest compared entry with this formula, charge and spin: 55.7 kcal/mol
Frontier orbital gap (alpha / beta): 7.711 / 7.710 eV
HOMO (alpha / beta): -7.682 / -7.681 eV

```
12
Properties=species:S:1:pos:R:3:mulliken_charge:R:1
I -3.08939 0.83706 0.06942 0.1800
S -1.50403 -2.14760 -0.03628 -0.0499
O 0.02050 2.22043 -0.25478 -0.4557
N 0.94694 -1.26560 0.07871 -0.5038
C -1.50380 -0.49053 -0.00214 -0.1873
C 0.83874 1.21694 0.27780 -0.4951
C 0.23934 -2.32575 -0.12624 -0.2690
C 0.37583 -0.14074 0.04105 0.4391
H 1.81321 1.38968 -0.05369 0.3598
H 0.31375 2.47323 -1.08445 0.2833
H 0.56872 -3.24898 -0.32333 0.5328
H 0.98018 1.48185 1.41391 0.1658
```

***

(5)
This record from the Open Molecules 2025 dataset describes a structure of composition C4H4LiLuO5 in a non-equilibrium geometry. The level of theory is ωB97M-V with the def2-TZVPD basis set.

ΔE to the lowest compared entry with this formula, charge and spin: 22.4 kcal/mol
Charge: +2
Frontier orbital gap: 7.919 eV
HOMO: -17.567 eV

```
15
Properties=species:S:1:pos:R:3:mulliken_charge:R:1
Lu 1.32393 0.56386 -1.07069 1.6608
O 0.30531 -1.16485 -1.71311 -0.7574
O -1.21934 -1.00648 -0.06226 -0.3061
O 0.01859 3.73801 1.19784 -0.1503
O 0.84894 2.84216 -0.71021 -0.4869
O -1.61412 -2.21080 -1.88547 -0.7053
C 0.53748 0.23591 1.17360 -1.0240
C -0.87163 -1.44750 -1.25612 1.1185
C 0.46793 3.61625 0.11042 0.7134
C -0.32894 -1.00517 1.09621 -0.4569
Li -0.33280 -2.08736 -3.44954 0.9044
H 0.12964 0.94977 1.89883 0.3648
H -1.04116 -1.09500 1.92710 0.3238
H 0.31336 -1.89599 1.03108 0.3354
H 1.46282 -0.03282 1.71232 0.4659
```

***

(6)
This record from the Open Molecules 2025 dataset describes a structure of composition C4H4LiMgO2Tl in a non-equilibrium geometry. The level of theory is ωB97M-V with the def2-TZVPD basis set.

ΔE to the lowest compared entry with this formula, charge and spin: 0.0 kcal/mol
Charge: +2
Frontier orbital gap: 4.468 eV
HOMO: -12.949 eV

```
13
Properties=species:S:1:pos:R:3:mulliken_charge:R:1
Tl 3.86627 -2.11198 -2.92483 0.8737
Mg 0.03332 1.33616 -0.98652 0.8704
O 1.60715 -2.21859 -1.53979 -0.8166
O -0.42349 2.39897 0.47800 -0.5017
C 0.65807 -1.46459 -1.70046 0.8173
C -0.30746 -0.64887 -1.70308 -0.8119
C -0.99947 2.16659 1.64033 0.4046
C -1.14126 0.96583 2.24322 -0.8175
Li 1.45336 -3.73122 -0.29832 0.9443
H -1.09547 -0.77154 -2.47252 0.4334
H -0.48058 0.13217 1.98391 0.0608
H -1.45684 3.05113 2.11139 0.2970
H -1.71359 0.89596 3.16867 0.2463
```

***

(7)
This record from the Open Molecules 2025 dataset describes a structure of composition C4H4LiMgO5 in a non-equilibrium geometry. The level of theory is ωB97M-V with the def2-TZVPD basis set.

ΔE to the lowest compared entry with this formula, charge and spin: 27.2 kcal/mol
Charge: +1
Frontier orbital gap (alpha / beta): 6.480 / 6.480 eV
HOMO (alpha / beta): -12.156 / -12.155 eV

```
15
Properties=species:S:1:pos:R:3:mulliken_charge:R:1
Mg -1.98304 -1.23821 -2.96988 0.9057
O 2.07789 -1.27137 0.01078 -0.8179
O 1.10390 -0.05340 1.60952 -0.3108
O -0.58843 -1.78267 -1.70071 -0.5305
O -2.59805 -1.26710 -1.09165 -0.5551
O 1.04501 0.64899 -0.46525 -0.2978
C 0.17126 1.03761 1.66853 -0.2978
C 1.45508 -0.28617 0.36280 0.8637
C -1.42980 -1.61356 -0.67369 0.2247
C 0.14719 1.57146 0.23116 -0.2186
Li 1.12973 -2.31594 -1.28292 0.9373
H 0.59085 2.56590 0.11788 0.3082
H -0.79647 0.63159 1.98290 0.2712
H 0.53371 1.76717 2.39835 0.2836
H -0.85885 1.60569 -0.19782 0.2340
```

***

(8)
This record from the Open Molecules 2025 dataset describes a structure of composition C4H4LiN2SSe in a non-equilibrium geometry. The level of theory is ωB97M-V with the def2-TZVPD basis set.

ΔE to the lowest compared entry with this formula, charge and spin: 21.6 kcal/mol
Charge: -1
Frontier orbital gap: 5.189 eV
HOMO: -2.816 eV

```
13
Properties=species:S:1:pos:R:3:mulliken_charge:R:1
Se 2.23443 1.04243 -0.10057 -1.0859
S -2.29695 1.52222 3.35904 -0.1536
N -1.52619 0.33533 1.25227 -0.3793
N 1.68660 -1.69529 1.21449 -0.5236
C -2.53853 1.19359 0.88686 -0.5250
C -1.30372 0.42406 2.53660 0.0666
C -3.08164 1.91383 1.89729 -0.1118
C 0.79631 -2.31075 1.66219 -0.3314
Li 0.28739 -0.13821 0.39012 0.6963
H -3.87946 2.63523 1.84884 0.3920
H -2.82712 1.25074 -0.15145 0.3599
H -0.53211 -0.14735 3.03683 0.3395
H 2.22165 -0.39041 0.57129 0.2565
```